No. 1
C3H4N2O3S | ωB97M-V with the def2-TZVPD basis set

```
13
Properties=species:S:1:pos:R:3:forces:R:3
C 0.559 -0.021 -0.327 0.84 0.62 0.43
C 0.898 0.698 -2.098 0.77 0.49 -0.78
C -0.374 0.712 -1.274 -1.74 -3.36 0.37
N 1.616 0.031 -1.060 0.93 -1.08 1.21
N -1.162 -0.365 1.819 0.87 -0.47 0.77
O 1.314 1.111 -3.134 -0.70 -0.19 0.45
O 0.612 -2.019 1.412 0.49 -1.93 -0.30
O 1.303 0.126 2.359 -0.84 0.02 -1.32
S 0.464 -0.622 1.461 -0.37 1.35 0.10
H -1.250 0.058 -1.541 0.79 0.87 -0.34
H -0.698 1.561 -0.802 -0.91 2.67 0.43
H -1.575 -1.256 2.108 0.39 0.25 -0.02
H -1.707 -0.014 1.077 -0.51 0.74 -1.00
```
Forces are in eV/Å.

Output
ΔE to the lowest compared entry with this formula, charge and spin: 67.0 kcal per mole
max |F|: 3.80 eV/Å
2S+1: 1

=====

No. 2
C10H19BBaNO5P2 | ωB97M-V with the def2-TZVPD basis set

```
39
Properties=species:S:1:pos:R:3:forces:R:3
C 0.678 -1.316 3.967 -1.29 -0.97 -9.08
C 0.522 -1.265 2.549 1.19 -0.48 11.00
P 0.448 -1.429 0.609 2.18 -1.23 3.62
P 1.003 0.634 0.178 -0.01 1.86 -0.93
C -0.364 1.777 0.933 0.29 1.53 1.31
C 0.206 3.346 1.022 -0.18 -0.63 -0.17
C 2.696 1.122 0.915 1.21 1.03 0.51
C 3.903 0.039 0.666 0.43 0.27 1.02
O 0.350 -2.002 -1.060 -4.44 -1.34 -1.77
C -1.057 -2.510 -1.183 1.22 -0.94 1.52
C -1.981 -1.284 -0.594 1.67 0.02 1.37
O -3.277 -1.611 0.066 0.33 3.14 2.14
C -3.450 -0.553 1.116 -1.38 4.84 5.05
N -3.650 0.362 2.039 1.64 -8.52 -8.64
B -2.220 -0.304 -1.893 -1.32 3.82 -0.17
O -3.274 0.761 -1.829 3.77 -1.35 0.47
O -1.483 -0.404 -3.183 -1.30 -1.35 2.12
C -0.317 0.494 -3.213 2.05 1.15 -0.85
O -1.203 -0.775 0.569 -1.59 -1.63 -3.85
H 0.690 -1.807 5.055 -0.02 1.55 -3.03
H 0.025 -2.798 0.936 -0.26 0.84 -0.08
H 1.839 -1.838 0.583 -0.51 0.08 -0.01
H -1.335 1.830 0.249 2.08 -0.47 1.50
H -0.618 1.425 2.036 0.16 0.64 -2.41
H 0.673 3.594 -0.045 -0.99 -0.20 2.38
H -0.716 4.060 1.273 2.23 -1.48 -0.59
H 1.043 3.439 1.866 -1.91 -0.14 -1.96
H 3.017 2.134 0.369 -0.85 -2.16 1.11
H 2.641 1.394 2.061 0.08 -0.77 -2.17
H 3.688 -0.920 1.315 0.49 1.84 -1.57
H 4.900 0.519 1.102 -2.14 -0.99 -0.95
H 4.118 -0.213 -0.458 -0.73 0.41 2.17
H -1.207 -2.850 -2.314 0.95 1.45 3.26
H -1.303 -3.537 -0.627 0.84 2.07 -0.75
H -2.943 1.527 -1.254 -0.93 -1.54 -0.79
H 0.021 0.597 -4.351 -1.07 0.06 2.42
H -0.630 1.521 -2.736 0.76 -1.98 -1.13
H 0.618 0.063 -2.640 -2.23 0.74 -0.75
Ba -2.050 -3.219 -4.096 -0.42 0.82 -1.33
```
Forces are in eV/Å.

Output
net charge: +1
max |F|: 12.24 eV/Å
2S+1: 1
energy: -1555.6964 hartree

=====

No. 3
C33H38N5O | ωB97M-V with the def2-TZVPD basis set

```
77
Properties=species:S:1:pos:R:3:forces:R:3
C -1.309 5.166 0.202 0.51 0.45 -0.10
O -2.426 4.318 0.303 -0.09 -2.67 1.12
C -2.161 3.075 0.900 -0.44 1.09 -0.50
C -3.237 2.193 1.075 -0.14 0.53 -0.21
C -3.069 0.965 1.658 0.66 -0.35 0.28
C -1.807 0.562 2.167 0.35 1.24 -0.37
C -1.672 -0.659 2.874 1.75 -0.38 3.30
N -0.906 -0.833 4.015 -2.46 0.41 -2.39
C -0.865 -2.142 4.679 -0.05 -0.48 -0.29
C -0.567 0.326 4.847 0.50 0.59 -0.29
C -0.722 1.454 1.970 -0.71 -0.60 0.21
C -0.896 2.659 1.339 0.06 0.59 -0.28
H -1.615 6.106 -0.257 -0.19 -0.24 0.06
H -0.914 5.372 1.198 0.16 0.10 -0.03
H -0.550 4.698 -0.426 0.16 0.13 0.00
H -4.212 2.520 0.758 -0.21 0.00 -0.13
H -3.914 0.313 1.795 -0.25 -0.11 -0.07
H -2.343 -1.464 2.629 0.22 -0.56 -0.19
H -0.352 -2.083 5.637 -0.02 0.23 -0.19
H -1.874 -2.512 4.858 -0.08 0.01 -0.01
H -0.338 -2.866 4.060 0.00 0.07 -0.11
H -0.385 0.035 5.881 -0.03 -0.26 -0.23
H 0.322 0.822 4.466 0.03 0.04 0.19
H -1.395 1.034 4.837 0.04 0.03 -0.09
H 0.265 1.158 2.280 0.22 -0.02 0.02
H -0.046 3.298 1.185 0.20 0.00 0.02
C -4.022 -7.305 0.979 -0.04 -0.24 0.27
C -4.837 -6.445 0.272 -0.23 0.10 -0.03
C -4.293 -5.595 -0.669 0.06 0.11 -0.05
C -2.928 -5.591 -0.912 -0.05 -0.32 0.29
C -2.366 -4.687 -1.962 1.11 0.54 -0.09
N -0.893 -4.672 -2.015 -0.12 -0.50 0.14
C -0.302 -5.174 -3.266 -0.14 0.76 0.35
C 1.151 -5.580 -3.079 0.30 0.29 0.70
N 1.896 -4.539 -2.358 -0.26 0.33 0.45
C 3.299 -4.280 -2.705 -0.79 0.27 0.03
C 4.095 -3.862 -1.479 -0.49 0.02 0.69
N 3.391 -2.834 -0.695 0.23 0.38 -0.30
C 4.240 -2.046 0.218 -0.86 -0.87 -0.30
C 4.322 -0.592 -0.123 -0.01 0.37 -0.21
C 4.980 0.277 0.735 -0.06 -0.11 0.05
C 5.099 1.616 0.425 0.11 0.04 0.24
C 4.565 2.103 -0.750 -0.05 0.34 -0.15
C 3.914 1.249 -1.614 -0.07 0.07 -0.09
C 3.794 -0.090 -1.302 -0.07 -0.21 0.05
C 1.985 -2.898 -0.551 1.33 -0.16 0.18
C 1.287 -2.155 0.394 0.74 0.39 0.30
N -0.012 -2.242 0.628 -0.02 -0.06 0.07
C -0.674 -3.096 -0.135 -0.79 -0.30 -0.14
C -0.117 -3.861 -1.153 -0.85 -0.41 -1.05
C 1.259 -3.772 -1.359 0.83 -1.00 -1.34
C -2.121 -6.462 -0.198 0.12 0.16 -0.13
C -2.664 -7.315 0.741 0.04 -0.08 0.10
H -4.445 -7.967 1.716 -0.09 -0.12 0.11
H -5.898 -6.437 0.455 -0.19 -0.01 0.01
H -4.931 -4.928 -1.225 -0.19 0.17 -0.13
H -2.753 -4.998 -2.938 0.23 0.05 0.02
H -2.724 -3.666 -1.812 -0.13 0.08 0.01
H -0.899 -6.015 -3.641 0.18 0.09 0.24
H -0.376 -4.368 -4.004 0.20 -0.08 -0.29
H 1.216 -6.507 -2.500 -0.17 -0.15 -0.07
H 1.634 -5.769 -4.043 -0.15 0.18 0.10
H 3.728 -5.176 -3.166 -0.05 0.08 0.24
H 3.321 -3.489 -3.461 0.22 0.11 -0.02
H 4.250 -4.723 -0.820 0.10 -0.28 -0.19
H 5.085 -3.487 -1.764 -0.30 0.04 -0.05
H 3.872 -2.173 1.239 0.03 0.05 0.15
H 5.251 -2.466 0.210 -0.17 -0.11 -0.10
H 5.402 -0.104 1.649 0.12 -0.07 0.25
H 5.610 2.281 1.101 0.11 0.11 0.12
H 4.654 3.150 -0.991 0.05 0.17 -0.04
H 3.496 1.623 -2.534 -0.06 0.07 -0.17
H 3.282 -0.759 -1.971 -0.11 -0.14 -0.15
H 1.828 -1.450 1.001 0.19 0.22 0.16
H -1.727 -3.190 0.067 -0.32 -0.04 0.02
H -1.061 -6.462 -0.383 0.23 -0.01 -0.04
H -2.022 -7.986 1.289 0.10 -0.12 0.09
```
Forces are in eV/Å.

Output
net charge: +1
max |F|: 3.75 eV/Å
2S+1: 1
energy: -1629.0503 hartree

=====

No. 4
C20H27N3O2 | ωB97M-V with the def2-TZVPD basis set

```
52
Properties=species:S:1:pos:R:3:forces:R:3
C -5.071 -0.662 -1.239 0.02 0.25 0.07
C -4.743 0.490 -0.296 0.00 -0.16 0.15
C -3.837 0.077 0.865 0.06 0.03 -0.16
C -2.462 -0.452 0.453 -0.06 0.19 -0.01
C -1.617 0.508 -0.386 -0.01 0.01 0.18
C -1.327 1.865 0.257 0.11 -0.23 0.00
H -0.846 2.496 -0.493 -0.06 0.09 0.02
H -2.258 2.351 0.551 -0.02 0.12 0.00
C -0.417 1.791 1.489 -0.38 0.14 -0.08
N 0.860 1.192 1.202 0.23 -0.38 0.14
C 1.827 1.744 0.384 0.55 0.04 -0.30
C 1.904 2.971 -0.244 -0.12 -0.14 0.14
C 3.031 3.232 -1.012 0.13 0.08 -0.12
C 4.045 2.295 -1.143 0.03 0.15 -0.07
C 3.982 1.067 -0.500 -0.13 -0.14 0.15
C 2.866 0.803 0.269 -0.04 0.58 -0.26
N 2.514 -0.286 1.036 -0.16 0.29 -0.02
C 1.277 -0.068 1.597 -0.07 0.23 0.12
N 0.716 -0.934 2.348 -0.35 -0.42 0.47
H -0.172 -0.656 2.743 0.05 0.14 -0.10
C 3.286 -1.485 1.234 -0.06 -0.42 0.05
H 3.454 -1.637 2.306 0.07 -0.01 -0.14
H 4.243 -1.347 0.731 -0.05 0.04 0.06
C 2.574 -2.751 0.685 0.39 0.17 -0.17
C 1.816 -2.388 -0.562 -0.77 -0.49 0.38
C 0.498 -2.517 -0.879 0.61 -0.07 0.32
C 0.350 -1.960 -2.175 0.47 0.22 -0.32
C 1.585 -1.532 -2.542 -0.79 0.04 -0.42
O 2.483 -1.787 -1.572 0.49 -0.03 0.22
H 1.947 -1.048 -3.428 0.14 0.07 -0.09
H -0.553 -1.892 -2.746 -0.15 0.06 -0.20
H -0.260 -2.959 -0.268 -0.10 -0.11 0.21
O 1.752 -3.342 1.642 -0.25 -0.24 0.02
H 1.209 -2.620 2.037 0.11 0.01 -0.03
H 3.340 -3.499 0.438 -0.03 0.18 0.02
H 4.779 0.348 -0.608 0.07 -0.09 -0.01
H 4.905 2.526 -1.753 0.07 0.02 -0.05
H 3.116 4.182 -1.516 0.01 0.08 -0.05
H 1.125 3.710 -0.142 -0.11 0.06 0.01
H -0.897 1.208 2.278 0.08 0.10 0.00
H -0.249 2.804 1.875 -0.02 -0.14 0.06
H -0.668 0.017 -0.614 -0.02 0.03 -0.11
H -2.119 0.686 -1.339 0.04 -0.02 -0.10
H -2.592 -1.370 -0.122 0.05 -0.12 0.05
H -1.915 -0.727 1.356 0.04 -0.12 0.00
H -3.715 0.934 1.533 -0.02 -0.01 0.10
H -4.341 -0.706 1.438 -0.04 0.04 0.09
H -5.675 0.879 0.122 0.03 0.09 -0.04
H -4.278 1.300 -0.861 -0.03 0.11 -0.01
H -5.492 -1.499 -0.685 -0.04 -0.14 0.02
H -4.182 -1.007 -1.760 0.08 -0.11 -0.10
H -5.797 -0.345 -1.984 -0.05 -0.05 -0.10
```
Forces are in eV/Å.

Output
ΔE to the lowest compared entry with this formula, charge and spin: 29.2 kcal per mole
max |F|: 0.99 eV/Å
2S+1: 1
structure (SMILES): [H]/N=c1\n(CCCCCCC)c2ccccc2n1C[C@@H](O)c1ccco1

=====

No. 5
C4H30BO23 | ωB97M-V with the def2-TZVPD basis set

```
58
Properties=species:S:1:pos:R:3:forces:R:3
O 2.767 -3.286 -1.047 -0.55 0.41 -0.26
C 1.788 -2.555 -1.020 6.46 -3.85 0.80
O 1.340 -2.000 -0.009 -2.72 2.67 3.27
B 0.047 -1.372 -0.426 0.46 0.24 0.06
O -0.049 -1.684 -1.877 -3.40 3.64 4.10
C 0.976 -2.345 -2.113 -1.73 -2.88 -7.47
O 0.975 -2.903 -3.191 1.92 -1.10 0.10
O -0.007 0.060 -0.060 2.25 -1.00 -3.05
C -1.032 0.217 0.639 -0.02 4.35 3.84
O -1.153 1.178 1.403 -0.86 -0.78 -1.06
C -1.660 -1.054 0.893 -4.06 1.95 4.13
O -1.067 -1.948 0.347 3.86 -5.18 -4.59
O -2.400 -1.259 1.814 -2.22 0.39 1.03
O 1.522 0.495 -2.888 -1.23 2.01 1.50
H 1.222 -0.004 -3.615 -0.10 -1.74 -2.34
H 0.695 1.023 -2.780 1.15 -0.11 0.63
O 5.080 -3.388 0.614 -0.37 1.50 1.85
H 4.729 -2.707 1.285 0.70 -1.68 -1.81
H 4.375 -3.487 -0.039 -0.24 0.20 0.06
O 0.959 2.392 3.489 0.18 1.04 1.66
H 0.928 3.353 3.419 -0.05 -0.14 0.13
H 0.875 2.089 2.612 -0.05 -0.86 -1.69
O 1.135 -1.266 -5.135 -1.97 0.45 0.16
H 0.254 -0.869 -5.330 0.88 -0.03 -0.28
H 0.806 -1.982 -4.536 0.91 0.08 -0.41
O -0.915 3.399 0.008 0.77 1.55 -0.44
H -0.014 3.585 0.337 -0.72 -0.70 -0.25
H -1.289 2.636 0.458 0.54 -0.30 0.20
O -3.051 1.296 -1.162 0.41 -1.59 -1.30
H -3.846 1.303 -1.691 -0.20 -0.37 -0.53
H -3.257 1.963 -0.543 -0.02 1.90 1.79
O -3.894 1.184 2.500 0.29 1.17 0.18
H -4.077 0.269 2.567 -0.14 -1.77 -0.13
H -4.316 1.616 3.236 -0.51 0.23 0.43
O -1.744 0.945 4.363 0.71 -0.01 2.29
H -2.426 0.993 5.041 0.47 -0.07 0.69
H -2.306 0.973 3.634 -1.24 -0.11 -2.96
O 3.801 -3.454 -4.054 0.27 -1.19 -0.54
H 3.994 -2.519 -4.012 -0.21 0.40 0.33
H 3.325 -3.675 -3.247 0.03 0.32 0.00
O -3.616 3.213 0.838 -0.46 0.49 -1.01
H -2.903 3.579 1.367 0.26 0.59 0.03
H -3.849 2.493 1.410 -0.55 -0.86 0.19
O 0.012 -0.953 3.311 -1.13 -1.23 -0.89
H -0.698 -0.405 3.701 0.50 0.13 0.11
H -0.529 -1.621 2.803 1.03 0.82 1.04
O 3.808 -0.925 -3.181 -0.12 1.62 0.62
H 2.979 -0.386 -3.024 1.49 -0.59 -0.23
H 4.550 -0.329 -2.934 -0.87 -0.63 -0.19
O 2.475 0.118 2.288 0.36 1.50 -0.98
H 1.594 -0.203 2.420 -0.99 -0.56 0.50
H 3.054 -0.542 2.612 0.68 -0.99 0.51
O -1.832 3.588 2.793 -1.40 1.25 1.50
H -1.216 3.897 2.163 1.18 0.34 -1.10
H -1.749 2.651 2.836 0.63 -1.17 0.06
O -1.884 -0.441 -3.462 -0.44 -1.33 -1.80
H -1.509 -1.178 -2.985 0.19 -0.49 -0.01
H -1.767 0.254 -2.866 -0.01 2.06 1.55
```
Forces are in eV/Å.

Output
net charge: -1
ΔE to the lowest compared entry with this formula, charge and spin: 87.9 kcal per mole
max |F|: 8.19 eV/Å
2S+1: 1

=====

No. 6
C3H5N2O2 | ωB97M-V with the def2-TZVPD basis set

```
12
Properties=species:S:1:pos:R:3:forces:R:3
C -1.193 1.158 1.302 -1.48 0.94 -0.78
C -0.705 0.109 0.198 -1.67 0.93 -0.48
C -1.328 -0.958 1.161 2.78 0.54 -0.82
N -1.734 0.074 2.180 2.35 -0.03 2.00
N 0.684 0.306 -0.228 2.01 0.77 -1.00
O -1.349 2.340 1.381 1.04 -2.17 -0.13
O -2.568 -0.538 1.257 -4.02 -0.21 -1.91
H -1.245 0.090 -0.772 -0.13 0.29 0.75
H -1.070 -2.011 1.087 0.00 0.07 1.12
H 0.901 -0.376 -1.023 0.05 1.19 1.28
H 1.413 0.220 0.522 -0.67 -0.14 -0.65
H 0.796 1.328 -0.608 -0.27 -2.17 0.63
```
Forces are in eV/Å.

Output
net charge: +1
ΔE to the lowest compared entry with this formula, charge and spin: 103.9 kcal per mole
max |F|: 4.45 eV/Å
2S+1: 1
structure (SMILES): [NH3+][C@@H]1C(=O)N2O[C@@H]12

=====

Copy entry 4 word for word.
C20H27N3O2 | ωB97M-V with the def2-TZVPD basis set

```
52
Properties=species:S:1:pos:R:3:forces:R:3
C -5.071 -0.662 -1.239 0.02 0.25 0.07
C -4.743 0.490 -0.296 0.00 -0.16 0.15
C -3.837 0.077 0.865 0.06 0.03 -0.16
C -2.462 -0.452 0.453 -0.06 0.19 -0.01
C -1.617 0.508 -0.386 -0.01 0.01 0.18
C -1.327 1.865 0.257 0.11 -0.23 0.00
H -0.846 2.496 -0.493 -0.06 0.09 0.02
H -2.258 2.351 0.551 -0.02 0.12 0.00
C -0.417 1.791 1.489 -0.38 0.14 -0.08
N 0.860 1.192 1.202 0.23 -0.38 0.14
C 1.827 1.744 0.384 0.55 0.04 -0.30
C 1.904 2.971 -0.244 -0.12 -0.14 0.14
C 3.031 3.232 -1.012 0.13 0.08 -0.12
C 4.045 2.295 -1.143 0.03 0.15 -0.07
C 3.982 1.067 -0.500 -0.13 -0.14 0.15
C 2.866 0.803 0.269 -0.04 0.58 -0.26
N 2.514 -0.286 1.036 -0.16 0.29 -0.02
C 1.277 -0.068 1.597 -0.07 0.23 0.12
N 0.716 -0.934 2.348 -0.35 -0.42 0.47
H -0.172 -0.656 2.743 0.05 0.14 -0.10
C 3.286 -1.485 1.234 -0.06 -0.42 0.05
H 3.454 -1.637 2.306 0.07 -0.01 -0.14
H 4.243 -1.347 0.731 -0.05 0.04 0.06
C 2.574 -2.751 0.685 0.39 0.17 -0.17
C 1.816 -2.388 -0.562 -0.77 -0.49 0.38
C 0.498 -2.517 -0.879 0.61 -0.07 0.32
C 0.350 -1.960 -2.175 0.47 0.22 -0.32
C 1.585 -1.532 -2.542 -0.79 0.04 -0.42
O 2.483 -1.787 -1.572 0.49 -0.03 0.22
H 1.947 -1.048 -3.428 0.14 0.07 -0.09
H -0.553 -1.892 -2.746 -0.15 0.06 -0.20
H -0.260 -2.959 -0.268 -0.10 -0.11 0.21
O 1.752 -3.342 1.642 -0.25 -0.24 0.02
H 1.209 -2.620 2.037 0.11 0.01 -0.03
H 3.340 -3.499 0.438 -0.03 0.18 0.02
H 4.779 0.348 -0.608 0.07 -0.09 -0.01
H 4.905 2.526 -1.753 0.07 0.02 -0.05
H 3.116 4.182 -1.516 0.01 0.08 -0.05
H 1.125 3.710 -0.142 -0.11 0.06 0.01
H -0.897 1.208 2.278 0.08 0.10 0.00
H -0.249 2.804 1.875 -0.02 -0.14 0.06
H -0.668 0.017 -0.614 -0.02 0.03 -0.11
H -2.119 0.686 -1.339 0.04 -0.02 -0.10
H -2.592 -1.370 -0.122 0.05 -0.12 0.05
H -1.915 -0.727 1.356 0.04 -0.12 0.00
H -3.715 0.934 1.533 -0.02 -0.01 0.10
H -4.341 -0.706 1.438 -0.04 0.04 0.09
H -5.675 0.879 0.122 0.03 0.09 -0.04
H -4.278 1.300 -0.861 -0.03 0.11 -0.01
H -5.492 -1.499 -0.685 -0.04 -0.14 0.02
H -4.182 -1.007 -1.760 0.08 -0.11 -0.10
H -5.797 -0.345 -1.984 -0.05 -0.05 -0.10
```
Forces are in eV/Å.

Output
ΔE to the lowest compared entry with this formula, charge and spin: 29.2 kcal per mole
max |F|: 0.99 eV/Å
2S+1: 1
structure (SMILES): [H]/N=c1\n(CCCCCCC)c2ccccc2n1C[C@@H](O)c1ccco1